i) # C3H7N3O

A structure of composition C3H7N3O (wB97M-V/def2-TZVPD, OMol25).

```
14
Properties=species:S:1:pos:R:3:nbo_charge:R:1
C -0.9130 1.0182 -0.8234 -0.673
C -0.0459 -0.5384 0.9876 0.295
C 0.2095 0.0565 -0.4639 0.446
N 0.4173 0.1399 2.0614 -0.783
O -0.5550 -1.4577 -1.0848 -0.665
N -0.6447 -1.6243 0.8381 -0.097
N 1.4596 0.2621 -0.7085 -0.874
H 0.1215 -2.1480 -1.1543 0.478
H 1.1943 0.7540 1.8496 0.423
H 0.4833 -0.3657 2.9321 0.397
H 1.7826 0.1470 -1.6621 0.371
H -0.8704 1.1711 -1.9030 0.231
H -1.8890 0.6172 -0.5554 0.224
H -0.7501 1.9683 -0.3133 0.227
```

charge: 0
E_HOMO (alpha / beta): -8.2 / -8.2 eV
LUMO energy (alpha / beta): -0.99 / -0.99 eV
gap between HOMO and LUMO (alpha / beta): 7.236 / 7.230 eV

---

ii) # C3H7N3O

The molecule C3H7N3O (wB97M-V/def2-TZVPD, OMol25).

```
14
Properties=species:S:1:pos:R:3:nbo_charge:R:1
N -0.8145 -0.8881 0.6539 -0.868
C -0.5682 -0.0534 -0.5247 0.085
N -1.4110 1.1182 -0.5362 -0.826
C 0.8861 0.3964 -0.5014 -0.171
N 1.5669 0.5849 0.8034 -0.615
C 1.9084 -0.4840 0.0739 0.684
O 2.5926 -1.4537 0.0051 -0.538
H -1.7745 -1.2172 0.6567 0.366
H -0.2115 -1.7044 0.6502 0.366
H -0.7496 -0.5879 -1.4765 0.173
H -1.2657 1.6586 0.3096 0.358
H -2.3907 0.8616 -0.5802 0.359
H 1.1196 1.1598 -1.2342 0.218
H 1.1121 0.6091 1.7003 0.409
```

charge: 0
E_HOMO: -9.6 eV
LUMO energy: 0.78 eV
gap between HOMO and LUMO: 10.370 eV

---

iii) # C3H7N3O

The molecule C3H7N3O (wB97M-V/def2-TZVPD, OMol25).

```
14
Properties=species:S:1:pos:R:3:nbo_charge:R:1
N -1.7636 -0.3031 -1.8589 -0.707
C -0.7111 0.1377 -1.4057 0.553
N 0.3346 0.8188 -1.3475 -0.342
N 1.3623 0.4896 -0.5149 -0.435
C 1.1226 -0.5787 0.3651 -0.240
C -0.4367 -0.2610 1.1562 -0.126
O -0.3804 1.0129 1.7385 -0.722
H -1.7704 -0.6746 -2.8013 0.390
H 1.7457 1.3252 -0.0884 0.376
H 1.8989 -0.6344 1.1247 0.218
H 0.9719 -1.5145 -0.1696 0.191
H -1.4191 -0.5136 0.7486 0.195
H -0.3267 -0.9766 1.9713 0.178
H -0.6281 1.6724 1.0819 0.471
```

charge: 0
E_HOMO: -8.5 eV
LUMO energy: 0.74 eV
gap between HOMO and LUMO: 9.232 eV

---

iv) # C3H7N3O

A structure of composition C3H7N3O (wB97M-V/def2-TZVPD, OMol25).

```
14
Properties=species:S:1:pos:R:3:nbo_charge:R:1
C 2.6438 0.4924 0.0967 -0.249
C -0.3534 -0.1745 -0.1776 0.494
N -0.4686 -1.4150 0.2714 -0.833
C -2.1381 0.6095 -0.2623 0.143
O 1.6927 -0.2335 -0.6285 -0.636
N 0.0586 0.8046 -0.7639 -0.167
N -2.9583 -0.2107 0.1926 -0.675
H 0.3722 -1.9705 0.2385 0.445
H -1.4191 -1.7098 0.4868 0.440
H -3.9377 0.0943 0.1985 0.366
H -2.2750 1.6511 -0.5570 0.189
H 2.2383 0.9226 1.0276 0.150
H 3.4759 -0.1721 0.3772 0.174
H 3.0685 1.3115 -0.5000 0.160
```

charge: 0
E_HOMO (alpha / beta): -8.4 / -8.4 eV
LUMO energy (alpha / beta): 0.22 / 0.22 eV
gap between HOMO and LUMO (alpha / beta): 8.628 / 8.627 eV

---

Energies in eV, measured from the most stable structure: i) 3.424; ii) 0.000; iii) 1.857; iv) 4.457.

---

i) # C3H7N3O

The molecule C3H7N3O (wB97M-V/def2-TZVPD, OMol25).

```
14
Properties=species:S:1:pos:R:3:nbo_charge:R:1
C 2.9508 0.4760 0.3486 -0.495
C 2.0042 -0.3364 -0.1279 -0.002
N 0.8899 0.1727 -0.7125 -0.479
N -0.4552 -0.5689 -0.5614 -0.099
N -1.4094 0.1879 -0.1116 0.310
C -2.7278 -0.5314 0.0373 -0.450
O -1.2791 1.3169 0.3042 -0.467
H 3.8054 0.0780 0.8831 0.208
H 2.9506 1.4906 0.1383 0.192
H 1.9362 -1.4171 0.0147 0.208
H 0.6753 1.1795 -0.4862 0.392
H -3.5950 -0.0468 -0.3505 0.226
H -2.8069 -1.4856 -0.4190 0.234
H -2.9390 -0.5153 1.0429 0.222
```

charge: 0
E_HOMO: -8.2 eV
LUMO energy: 0.73 eV
gap between HOMO and LUMO: 8.956 eV

---

ii) # C3H7N3O

The molecule C3H7N3O (wB97M-V/def2-TZVPD, OMol25).

```
14
Properties=species:S:1:pos:R:3:nbo_charge:R:1
H 1.9548 -3.6216 -0.5329 0.346
N 2.0225 -2.6934 -0.1224 -0.690
C 0.9212 -2.0777 -0.2650 0.281
N 0.7810 -0.7898 0.2200 -0.648
C -0.3506 -0.0210 -0.0387 0.789
O -1.3161 -0.4701 -0.6337 -0.650
N -0.2734 1.2563 0.4398 -0.623
C -1.2835 2.2389 0.1097 -0.419
H 0.0108 -2.4396 -0.7471 0.191
H 1.6034 -0.3983 0.6580 0.403
H 0.5865 1.5756 0.8566 0.387
H -2.1074 1.7095 -0.3701 0.244
H -0.8943 2.9932 -0.5843 0.192
H -1.6547 2.7380 1.0103 0.197
```

charge: 0
E_HOMO: -9.6 eV
LUMO energy: 0.79 eV
gap between HOMO and LUMO: 10.392 eV

---

Energies in eV, measured from the most stable structure: i) 5.393; ii) 0.000.

---

i) # C3H7N3O

The molecule C3H7N3O (wB97M-V/def2-TZVPD, OMol25).

```
14
Properties=species:S:1:pos:R:3:nbo_charge:R:1
C 1.9555 -0.5244 -0.3101 -0.446
N 0.5549 -0.6359 0.0198 -0.508
C -0.1373 0.4090 0.2304 0.524
N 0.2321 1.7178 0.0768 -0.825
N -1.4803 0.2785 0.6437 -0.198
C -2.0991 -1.0410 0.1140 0.079
O -2.4084 0.1439 -0.4638 -0.368
H 2.1127 0.0405 -1.2358 0.188
H 2.5300 -0.0383 0.4881 0.180
H 2.3498 -1.5314 -0.4397 0.207
H 1.2013 1.9581 0.1972 0.394
H -0.4503 2.4184 0.3122 0.404
H -2.7696 -1.4253 0.8765 0.168
H -1.5912 -1.7700 -0.5094 0.200
```

charge: 0
E_HOMO: -9.3 eV
LUMO energy: 0.99 eV
gap between HOMO and LUMO: 10.285 eV

---

ii) # C3H7N3O

The molecule C3H7N3O (wB97M-V/def2-TZVPD, OMol25).

```
14
Properties=species:S:1:pos:R:3:nbo_charge:R:1
H -3.6802 -1.1178 -0.4620 0.346
N -3.2011 -0.2373 -0.2909 -0.673
C -1.9914 -0.4395 0.0338 0.279
N -1.1716 0.6463 0.3341 -0.662
C 0.1682 0.7567 -0.1006 0.784
O 0.5332 1.7215 -0.7433 -0.617
N 0.9987 -0.2708 0.2578 -0.635
C 2.4174 -0.1213 -0.0357 -0.413
H -1.5054 -1.4164 0.1351 0.156
H -1.6603 1.5193 0.1591 0.415
H 0.7446 -0.7851 1.0885 0.394
H 2.5292 0.2272 -1.0646 0.229
H 2.9106 -1.0906 0.0648 0.202
H 2.9080 0.6078 0.6240 0.195
```

charge: 0
E_HOMO: -9.8 eV
LUMO energy: 0.76 eV
gap between HOMO and LUMO: 10.524 eV

---

iii) # C3H7N3O

The molecule C3H7N3O (wB97M-V/def2-TZVPD, OMol25).

```
14
Properties=species:S:1:pos:R:3:nbo_charge:R:1
H 2.5193 0.6238 0.3267 0.342
N 1.7220 0.2583 -0.1986 -0.711
C 0.7641 1.0563 -0.4279 0.580
O 0.6748 2.3624 -0.1196 -0.675
C -0.4921 0.3694 -0.8581 -0.562
C -0.1398 -1.1019 -0.6039 0.117
N -0.4612 -1.8101 0.4115 -0.277
N -1.4519 -1.4091 1.2607 -0.670
H 1.5245 2.7168 0.1863 0.488
H -1.3419 0.7022 -0.2613 0.238
H -0.6544 0.5701 -1.9235 0.239
H 0.2692 -1.6401 -1.4558 0.189
H -1.6685 -2.1535 1.8942 0.363
H -1.2640 -0.5446 1.7692 0.339
```

charge: 0
E_HOMO: -8.4 eV
LUMO energy: 0.55 eV
gap between HOMO and LUMO: 8.907 eV

---

iv) # C3H7N3O

The molecule C3H7N3O (wB97M-V/def2-TZVPD, OMol25).

```
14
Properties=species:S:1:pos:R:3:nbo_charge:R:1
H 0.1649 1.0763 -3.4250 0.349
N -0.1634 0.7274 -2.5262 -0.621
C 0.6097 1.1013 -1.6122 0.416
O 0.3364 0.7849 -0.3013 -0.538
C 0.5652 -0.5047 0.0873 0.709
N 1.3603 -1.2432 -0.5739 -0.778
H 1.4144 -2.1804 -0.1843 0.343
N -0.1249 -0.7655 1.2398 -0.631
C -1.1857 0.0843 1.7487 -0.406
H 1.4953 1.7337 -1.7001 0.153
H -0.0740 -1.7137 1.5728 0.394
H -1.8774 0.3859 0.9561 0.206
H -0.7809 0.9895 2.2132 0.198
H -1.7400 -0.4759 2.5052 0.205
```

charge: 0
E_HOMO: -9.0 eV
LUMO energy: 0.92 eV
gap between HOMO and LUMO: 9.929 eV

---

Energies in eV, measured from the most stable structure: i) 3.627; ii) 0.000; iii) 2.527; iv) 1.132.